Computed, not measured: C46H63FFeN5O2S as an isolated structure, with ωB97M-V/def2-TZVPD.

XYZ file:
```
119
Properties=species:S:1:pos:R:3:forces:R:3:lowdin_spin:R:1
Fe 0.771071 0.445023 -0.097916 -0.343 0.373 0.173 2.822
C -3.672590 -1.364984 0.074316 0.005 -0.007 0.038 0.000
N -2.293886 -1.729357 -0.200079 0.046 0.057 -0.009 0.001
C -2.284728 -2.829700 -1.147721 0.031 -0.044 0.012 0.000
C -1.596955 -2.081821 1.026870 -0.001 -0.228 -0.004 0.000
C -0.108194 -2.366891 0.855590 -0.064 0.069 0.054 0.003
N 0.875325 -1.254153 1.025935 -0.102 -0.344 -0.003 0.005
C 0.997455 -0.946170 2.475024 -0.016 -0.061 -0.009 0.001
C 2.053059 0.057272 2.811762 -0.036 0.192 -0.080 -0.003
C 3.055745 -0.246588 3.715458 -0.002 0.011 -0.023 0.001
C 3.973443 0.714598 4.114971 0.031 -0.002 0.025 -0.003
C 3.826267 1.993596 3.584622 -0.008 -0.013 0.009 0.000
C 2.842040 2.349050 2.665701 -0.048 -0.105 0.011 -0.003
C 1.949997 1.339226 2.243941 0.009 -0.020 0.066 0.001
O 0.969595 1.574312 1.368727 0.261 -0.066 0.156 -0.007
C 2.732088 3.778343 2.134168 0.023 0.032 -0.018 0.000
C 3.709029 4.733544 2.826811 0.004 -0.024 0.001 0.000
C 1.317298 4.330238 2.366037 -0.010 0.011 0.036 -0.001
C 3.054376 3.780140 0.635213 -0.009 -0.028 -0.024 0.003
C 5.082342 0.344251 5.098477 0.020 -0.002 0.021 0.000
C 4.464438 -0.157112 6.411376 0.007 -0.003 -0.004 0.000
C 5.947424 -0.769513 4.491014 0.000 -0.003 0.008 0.000
C 5.992150 1.528927 5.422704 0.008 0.018 -0.003 0.000
C 2.177992 -1.764217 0.511717 -0.034 0.066 0.006 0.007
C 2.116774 -2.209412 -0.927557 0.038 -0.026 -0.079 0.004
C 2.937470 -3.270293 -1.278323 -0.013 -0.004 -0.041 -0.001
C 2.988077 -3.772530 -2.569083 0.037 -0.038 0.056 0.005
C 2.165027 -3.164431 -3.507331 -0.051 0.036 -0.032 -0.001
C 1.313959 -2.101048 -3.217258 0.042 -0.036 0.070 0.003
C 1.281299 -1.606578 -1.889640 -0.045 -0.009 -0.122 -0.004
O 0.431424 -0.617677 -1.574804 0.165 -0.194 0.042 -0.009
C 0.468751 -1.468832 -4.329061 -0.018 0.017 -0.042 0.001
C 0.640007 -2.180844 -5.674311 0.010 -0.013 -0.004 0.000
C -1.025425 -1.517900 -3.982991 0.011 0.019 -0.020 0.000
C 0.906988 -0.013195 -4.525350 -0.008 0.000 0.019 0.007
C 3.911337 -4.943685 -2.899707 0.009 -0.002 -0.007 0.001
C 5.365333 -4.542743 -2.614032 -0.005 -0.009 0.010 0.000
C 3.540713 -6.153298 -2.030117 0.010 -0.004 0.002 0.000
C 3.809701 -5.365496 -4.365605 0.005 0.006 -0.013 0.000
H -4.259663 -2.216209 0.463564 0.019 -0.002 0.018 0.000
H -4.146803 -1.027716 -0.848370 -0.005 0.007 0.005 0.000
H -3.726568 -0.557462 0.801904 0.068 0.068 0.037 0.000
H -2.735911 -3.741285 -0.715179 -0.003 0.002 0.003 0.000
H -1.275311 -3.066149 -1.479966 -0.022 0.021 -0.030 0.000
H -2.856187 -2.551627 -2.031473 -0.018 0.005 0.015 0.000
H -2.029220 -3.012023 1.447546 -0.041 0.044 0.001 0.000
H -1.775441 -1.308393 1.767472 0.026 0.172 0.047 0.000
H 0.059745 -2.803570 -0.122409 0.015 0.033 0.019 0.000
H 0.184046 -3.130615 1.585766 0.001 0.003 0.014 0.000
H 1.205094 -1.886013 3.001290 -0.001 0.018 0.009 0.000
H 0.018974 -0.587626 2.799706 0.021 -0.003 -0.027 0.000
H 3.103819 -1.253309 4.117980 -0.001 -0.013 0.004 0.000
H 4.516972 2.757627 3.903873 0.013 0.013 -0.003 0.000
H 3.545324 4.775590 3.905972 -0.013 -0.002 0.002 0.000
H 3.562175 5.738983 2.427929 -0.003 0.002 -0.008 0.000
H 4.749654 4.458760 2.645326 0.011 -0.008 -0.003 0.000
H 1.073025 4.321034 3.431355 0.004 0.003 0.007 0.000
H 0.571124 3.741945 1.838336 -0.025 -0.017 -0.018 0.000
H 1.268565 5.366074 2.019486 -0.014 -0.004 -0.015 0.000
H 4.088453 3.472067 0.466559 0.010 0.006 0.003 0.000
H 2.923594 4.784734 0.222550 -0.016 0.013 -0.003 0.000
H 2.419403 3.078442 0.101157 0.012 0.042 -0.003 0.002
H 3.849945 -1.043761 6.251274 -0.011 -0.007 -0.004 0.000
H 3.833025 0.611678 6.860193 0.002 0.013 -0.003 0.000
H 5.248859 -0.418257 7.125782 0.006 -0.004 0.002 0.000
H 5.359667 -1.666640 4.292394 -0.007 -0.007 -0.007 0.000
H 6.755397 -1.041955 5.174313 0.003 -0.001 0.010 0.000
H 6.389503 -0.443462 3.547980 0.002 0.010 -0.003 0.000
H 5.439980 2.349100 5.885339 -0.011 -0.002 0.005 0.000
H 6.489128 1.911816 4.529519 0.001 -0.002 -0.009 0.000
H 6.765994 1.211342 6.124027 0.004 -0.003 0.004 0.000
H 2.471987 -2.618621 1.134093 0.024 0.021 0.007 0.001
H 2.923205 -0.978343 0.651175 -0.019 0.023 -0.009 0.001
H 3.549138 -3.716667 -0.500886 0.014 0.004 0.010 0.000
H 2.183823 -3.537509 -4.518418 -0.006 0.001 -0.009 0.000
H 0.331701 -3.227286 -5.627701 -0.007 -0.007 0.007 0.000
H 1.669446 -2.139223 -6.034516 0.011 0.006 0.003 0.000
H 0.011816 -1.683013 -6.415644 -0.006 0.003 -0.002 0.000
H -1.354789 -2.554923 -3.890947 -0.002 -0.005 -0.018 0.000
H -1.603359 -1.054357 -4.787549 -0.005 0.018 -0.003 0.000
H -1.236032 -1.001804 -3.048703 -0.004 0.006 0.001 0.000
H 1.951477 0.036482 -4.840413 0.009 -0.005 0.005 0.000
H 0.804217 0.530528 -3.592377 0.017 0.034 0.016 0.006
H 0.291555 0.468791 -5.290798 -0.010 0.004 -0.005 0.000
H 5.509096 -4.289091 -1.563099 0.001 0.006 0.008 0.000
H 5.649835 -3.673119 -3.208575 -0.002 0.002 -0.013 0.000
H 6.042525 -5.364835 -2.857777 0.005 -0.007 0.001 0.000
H 3.624795 -5.923927 -0.967289 0.003 0.005 0.007 0.000
H 4.204727 -6.994158 -2.244230 0.005 -0.004 -0.007 0.000
H 2.514110 -6.468708 -2.225197 -0.010 0.004 -0.005 0.000
H 4.095958 -4.556536 -5.040263 0.008 0.011 0.004 0.000
H 2.798707 -5.685673 -4.624635 -0.008 -0.004 0.006 0.000
H 4.482664 -6.204990 -4.549673 0.004 -0.007 0.000 0.000
N -2.186730 3.144933 -2.039672 -0.081 -0.147 -0.081 0.175
C -1.608726 3.616421 -3.185144 0.051 0.052 0.104 0.066
C -2.378427 4.258607 -4.166986 0.033 0.018 -0.022 0.018
C -1.766832 4.771349 -5.284224 -0.001 0.004 -0.010 0.051
C -0.379014 4.661405 -5.463136 0.012 -0.023 0.017 0.041
C 0.382835 4.032394 -4.509331 -0.027 -0.001 -0.023 0.026
C -0.226921 3.506416 -3.362012 0.024 -0.063 0.048 0.086
S 0.749455 2.715301 -2.185643 -0.088 -0.042 0.115 0.393
N -0.270686 1.997123 -1.155339 0.223 0.144 -0.382 0.422
C -1.602296 2.380705 -1.056029 -0.038 -0.025 0.126 0.313
C -2.342125 2.055358 0.107763 -0.033 0.252 0.036 0.057
C -3.648890 2.553839 0.358601 0.039 -0.046 0.039 0.092
C -4.195133 2.396950 1.609454 -0.022 0.052 -0.032 0.006
C -3.454626 1.769126 2.608154 -0.012 -0.040 0.020 0.120
C -2.215532 1.253017 2.253943 -0.014 -0.114 0.015 -0.007
N -1.687389 1.333081 1.047165 -0.009 -0.054 -0.197 0.133
H -3.161844 3.354685 -1.915360 -0.041 -0.040 -0.034 0.005
H -3.450096 4.344297 -4.033613 -0.006 -0.006 0.003 -0.001
H -2.365968 5.262549 -6.039146 -0.002 0.004 0.002 0.002
H 0.086039 5.061448 -6.352739 0.005 0.003 -0.006 0.002
H 1.452488 3.918947 -4.635654 0.012 0.020 -0.001 -0.001
H -4.219135 3.092748 -0.386296 -0.020 -0.020 -0.028 0.007
H -5.181842 2.789701 1.819366 -0.005 -0.010 -0.001 -0.002
H -3.827727 1.668306 3.616780 0.006 -0.001 0.003 0.008
H -1.615895 0.740226 2.999489 0.007 -0.038 0.008 -0.002
F 2.407558 0.949417 -0.776817 -0.022 -0.007 -0.072 0.147
```
Positions in Å, forces in eV/Å.

The multiplicity is 6. Its max |F| is 0.5 eV/A. The molecular weight is 825.0 g/mol. For the energy above the lowest of the compared OMol25 structures with the same formula, charge and spin, the calculation gives 2.193 eV. Its HOMO energy (spin up / spin down) is -6.1 / -7.3 eV.